No. 1
Here is a gas-phase ion, BFH6N2O3P (charge +1) in a non-equilibrium geometry from OMol25. Energies are from wB97M-V/def2-TZVPD.

```
14
Properties=species:S:1:pos:R:3:forces:R:3
H -0.352 0.038 -1.656 0.1 0.1 -0.2
O -1.712 1.303 -0.038 0.4 -0.7 0.1
B -0.371 1.166 0.130 0.0 0.8 0.1
P 1.052 -1.412 -0.206 1.3 -0.4 0.1
O 0.657 -2.359 -1.407 -0.3 0.4 -0.1
H -0.022 1.727 2.039 -0.2 1.0 0.0
F 1.393 0.846 -1.561 0.2 0.0 0.1
H -0.294 -2.378 -1.600 0.0 -0.5 -0.1
H 1.354 1.438 1.215 0.2 0.5 -0.2
H -2.227 0.636 0.428 -0.6 0.2 0.0
N 0.404 1.781 1.119 0.2 -1.9 0.2
O -0.130 -1.758 0.815 -0.7 0.5 -0.1
H -0.088 -1.260 1.641 0.1 -0.3 0.3
N 0.335 0.231 -0.919 -0.9 0.3 -0.2
```
Positions in Å, forces in eV/Å.

The calculation puts the orbital gap at 11.206 eV. As for the largest force on an atom: 1.92 eV/A. The LUMO energy comes out at -4.34 eV. As for the SMILES: NB(O)[N@@H+](F)P(O)O. The net charge is +1. The electronic energy is -804.7232 hartree.

No. 2
Here is a single C15H19N3O4 molecule in a non-equilibrium geometry from OMol25. Energies are from wB97M-V/def2-TZVPD.

```
41
Properties=species:S:1:pos:R:3:forces:R:3
H -1.891 0.456 1.687 -2.7 0.2 2.7
C -0.222 0.524 -2.154 2.2 2.4 -0.7
C 0.894 -2.191 -1.931 -1.0 0.4 -0.4
H -0.533 4.119 0.617 -0.7 -0.9 -1.7
H 2.478 -3.715 -1.607 -0.8 0.6 -0.1
C 1.579 -3.404 -2.182 1.2 0.4 1.2
H 1.603 2.422 1.077 0.5 -0.6 -1.0
N -0.652 1.465 -1.173 -0.2 -4.1 -4.7
C 1.069 1.686 0.424 -2.2 3.3 2.0
H -2.564 0.559 -0.650 0.5 0.8 -0.6
H -2.934 3.067 -0.856 0.8 -0.6 0.7
C 0.648 0.159 3.729 -1.1 1.1 2.4
N 1.257 -0.994 5.908 3.0 1.4 -2.1
O -0.007 0.961 4.378 0.1 0.3 -1.5
H 0.975 2.967 -1.460 -1.5 -1.3 1.2
C -1.196 0.499 0.963 1.9 0.7 -2.0
H -2.517 3.023 0.865 -0.3 -0.6 0.0
N 1.197 -0.896 4.440 -0.5 1.1 -0.5
H 1.824 -0.165 6.313 -1.3 -1.7 -1.3
H -0.995 -0.521 0.782 0.2 -1.3 -1.2
O 0.761 0.864 -2.820 -1.4 -1.5 0.9
H -0.931 4.182 -1.137 -0.2 1.1 -1.1
H 1.651 -1.484 3.778 1.0 -1.4 0.9
O -0.926 -0.656 -2.402 0.1 0.6 0.4
C 1.177 -4.270 -3.162 -3.2 0.0 -2.2
H -1.500 -2.329 -4.354 1.4 -0.3 -0.1
C 0.023 -3.845 -3.940 2.4 -2.2 -0.9
H 1.096 -1.524 -1.036 0.0 -1.0 -1.3
H -0.275 -4.544 -4.756 -0.1 0.7 0.8
O 0.905 0.216 2.367 -0.7 -0.6 1.1
C -0.196 -1.819 -2.795 2.8 1.3 3.1
C -0.522 -2.595 -3.865 -3.2 0.4 0.1
C -1.778 1.267 -0.328 0.9 -1.2 2.5
C 0.080 1.105 1.537 0.2 0.6 -1.4
H 1.697 1.046 -0.154 0.4 -0.8 0.1
C -0.848 3.517 -0.334 1.1 0.4 3.4
H -0.370 1.905 2.127 1.2 0.4 0.4
C -2.152 2.723 -0.119 -1.2 1.4 0.2
H 0.366 -0.980 6.328 -1.4 0.2 -0.1
H 1.502 -5.311 -3.415 0.3 1.3 0.7
C 0.227 2.508 -0.691 1.6 -0.9 0.0
```
Positions in Å, forces in eV/Å.

The calculation puts the orbital gap at 9.750 eV. As for the largest force on an atom: 6.29 eV/A. The LUMO energy comes out at 0.72 eV. As for the SMILES: NNC(=O)O[C@@H]1C[C@H]2CC[C@@H](C1)N2C(=O)Oc1ccccc1. The net charge is 0. The electronic energy is -1048.1231 hartree. The energy above the lowest of the compared OMol25 structures with the same formula, charge and spin comes out at 95.8 kcal per mole.

No. 3
Here is a molecular structure, C35H32Br2F3N5NaO5 in a non-equilibrium geometry from OMol25. Energies are from wB97M-V/def2-TZVPD.

```
83
Properties=species:S:1:pos:R:3:forces:R:3
H -6.054 4.408 1.645 -1.0 -0.4 0.0
C 1.413 -1.459 3.362 -0.7 -0.1 -0.6
O -2.435 -0.073 0.110 -0.8 0.1 0.2
C 1.614 2.694 0.498 0.5 -1.4 -0.1
C 2.346 3.916 2.463 -0.1 -0.2 0.2
H 0.991 3.906 -1.109 -0.7 -0.7 -0.2
H -7.514 3.225 1.772 0.3 0.7 -0.1
C -1.686 0.399 -2.385 -0.8 0.2 0.9
H -6.839 3.776 0.150 -0.1 0.0 1.3
C 2.993 -5.346 -1.564 0.4 -0.3 -0.3
C 2.574 -1.945 -3.994 0.6 -0.4 -0.8
H -6.192 2.145 -0.798 -0.2 0.6 -1.2
C -5.410 1.936 -0.117 0.9 0.0 0.2
H 0.325 0.416 3.290 -0.2 -0.1 -0.2
H -3.036 0.819 3.871 0.2 -0.7 -0.9
H 1.394 -1.790 2.301 0.1 0.2 0.6
H -0.738 2.967 -2.494 0.2 -0.4 0.3
C 1.108 2.825 -0.838 -0.1 -1.3 -1.7
H -0.877 -2.074 2.644 -0.2 -0.2 -0.1
C 3.742 -4.160 -3.521 -0.3 0.9 0.4
C 3.336 -1.949 -5.236 -0.3 -0.2 1.4
H 2.969 -6.262 -0.991 0.0 0.1 0.3
F -2.253 -4.386 -1.262 -0.1 -0.1 1.8
C 1.937 1.345 1.100 -0.4 0.7 1.9
H -1.912 -0.672 -2.490 0.1 0.4 -0.4
O 1.702 -1.107 -3.675 0.3 0.2 0.0
H 0.258 -0.489 4.820 -0.3 0.2 -1.0
H 2.854 5.244 4.125 -0.4 0.0 -0.8
H 4.956 -2.816 -6.398 0.2 0.3 -0.6
C 2.688 5.259 3.021 -0.7 0.9 0.6
C 4.340 -2.871 -5.530 -0.7 -0.9 1.3
F -1.637 -4.893 0.843 -0.8 0.7 -0.9
H 1.322 4.791 0.791 0.2 -0.2 -0.3
H -1.379 0.484 -1.327 0.3 0.0 -1.0
C 3.809 -5.284 -2.667 0.3 0.1 -0.2
H -4.372 2.466 -2.355 -0.3 -0.3 0.1
Br 2.952 -0.615 -6.484 -0.1 0.6 -0.4
H 1.869 6.000 2.752 1.1 -0.7 0.5
C 2.737 2.758 3.075 0.3 0.3 -1.3
C -2.866 0.510 2.801 0.6 -0.2 0.1
C 1.727 3.859 1.181 0.6 -0.2 1.3
C 0.013 2.205 -2.769 0.3 -0.4 -1.2
H -0.002 0.148 -3.597 0.5 0.6 -0.2
N 0.918 1.837 -1.656 -1.3 2.0 1.1
C 3.109 0.431 3.254 -1.2 -0.8 0.1
C -3.692 1.075 1.798 0.2 -0.5 0.4
H 3.639 5.589 2.590 -0.2 0.2 -0.1
H 1.628 -4.162 -0.335 -0.2 -0.3 0.7
C 2.244 -4.225 -1.204 0.1 1.0 -0.6
H 1.419 -2.326 4.035 -0.1 0.0 -0.4
C -0.677 0.972 -3.358 0.0 -1.0 0.7
C -1.116 -1.235 3.293 -0.3 0.7 -0.7
O 1.626 0.231 0.665 0.4 0.4 -0.4
C -6.602 3.534 1.227 -0.2 0.4 -0.2
H -4.885 2.198 3.186 -0.1 0.4 0.4
C 2.857 -3.093 -3.111 0.7 -0.4 -0.2
H -1.888 -0.495 1.388 0.0 0.4 0.5
H -1.252 1.220 -4.242 0.2 0.2 -0.3
O 0.011 -2.887 0.790 0.2 0.6 -0.4
C -0.771 -2.874 -0.197 0.0 -0.5 1.4
H 3.277 -1.220 4.341 -0.6 0.3 -0.8
H 0.566 2.647 -3.593 0.5 0.2 -0.1
C -5.614 2.420 1.175 -0.1 -0.8 0.5
H 3.170 2.839 4.065 0.2 -0.2 0.0
C -4.786 1.947 2.146 0.9 -0.4 -0.5
N 2.636 -0.749 3.685 2.0 1.0 -0.4
O -0.817 -2.217 -1.225 0.5 0.4 -0.2
H 4.073 0.657 3.690 0.0 0.1 0.6
N -2.887 1.192 -2.604 0.5 0.8 -0.6
N 2.240 -3.096 -1.906 -0.1 -0.8 -0.5
C 4.513 -3.965 -4.695 -0.2 0.3 0.0
H 4.550 -6.061 -2.895 -0.6 0.2 0.1
C -4.250 1.369 -0.532 1.3 -0.7 0.5
F -3.038 -3.217 0.442 0.2 -0.6 0.1
C -3.782 1.672 -1.867 -0.7 -0.8 -1.4
Na 1.124 -0.911 -1.353 -0.1 0.0 -0.2
C 0.191 -0.587 3.691 1.2 -0.3 2.4
H -1.753 -1.605 4.096 0.2 0.2 0.3
C -1.941 -3.863 -0.008 0.1 -0.6 -1.5
Br 5.862 -5.227 -5.109 0.3 -0.2 -0.2
C -3.373 0.701 0.420 -1.0 1.1 0.8
C 2.578 1.482 2.439 -0.1 -0.3 0.0
N -1.875 -0.309 2.457 -1.4 -0.1 0.2
```
Positions in Å, forces in eV/Å.

The calculation puts the orbital gap at 5.032 eV. As for the largest force on an atom: 2.71 eV/A. The LUMO energy comes out at 1.21 eV. The net charge is -1. The electronic energy is -7612.8819 hartree. The energy above the lowest of the compared OMol25 structures with the same formula, charge and spin comes out at 10.3 kcal per mole.

No. 4
Here is a molecular structure, C3HCaO2 in a non-equilibrium geometry from OMol25. Energies are from wB97M-V/def2-TZVPD.

```
7
Properties=species:S:1:pos:R:3:forces:R:3
C 0.550 -0.517 -0.406 1.0 -6.3 0.2
C -0.514 -1.007 0.207 -2.8 7.2 -1.1
O -1.615 -0.418 0.369 1.0 -4.0 1.0
Ca 2.299 0.471 0.433 0.1 0.6 0.1
C -1.156 1.713 0.129 5.0 -0.6 -1.0
O 0.024 1.590 -0.103 -4.9 1.8 1.2
H 0.412 -1.832 -0.629 0.6 1.2 -0.5
```
Positions in Å, forces in eV/Å.

The calculation puts the orbital gap (alpha / beta) at 6.754 / 6.754 eV. As for the largest force on an atom: 7.85 eV/A. The LUMO energy (alpha / beta) comes out at -5.94 / -5.94 eV. The net charge is +1. The electronic energy is -942.5514 hartree. The energy above the lowest of the compared OMol25 structures with the same formula, charge and spin comes out at 98.6 kcal per mole.

No. 5
Here is a single C5H6O molecule from OMol25. Energies are from wB97M-V/def2-TZVPD.

```
12
Properties=species:S:1:pos:R:3:forces:R:3
C 2.260 0.267 0.807 -0.3 -0.2 -0.3
C -1.289 0.842 0.238 -0.1 0.0 0.0
H -0.991 0.984 1.283 0.0 0.0 -0.1
H -2.365 1.005 0.158 0.1 0.0 0.0
C -0.966 -0.578 -0.169 -0.2 -0.1 0.1
C 1.467 -0.236 0.055 0.3 0.2 0.4
C 0.418 -0.820 -0.783 0.0 -0.1 0.0
O -1.745 -1.490 -0.023 0.3 0.3 -0.1
H 2.963 0.706 1.480 -0.1 -0.1 -0.1
H 0.434 -0.359 -1.780 0.0 0.0 0.2
H -0.740 1.577 -0.359 -0.1 -0.1 0.1
H 0.552 -1.898 -0.908 0.0 0.2 0.0
```
Positions in Å, forces in eV/Å.

The calculation puts the orbital gap at 10.557 eV. As for the largest force on an atom: 0.55 eV/A. The LUMO energy comes out at 0.87 eV. As for the SMILES: C#CCC(C)=O. The net charge is 0. The electronic energy is -269.2892 hartree. The energy above the lowest of the compared OMol25 structures with the same formula, charge and spin comes out at 35.8 kcal per mole.